Computed, not measured: a molecular structure, C15H24AuN4O5, with ωB97M-V/def2-TZVPD.

Output
Charge ... +1
Multiplicity ... 3
Gap between HOMO and LUMO (spin up / spin down) ... 0.12525 / 0.25627 Ha
E ... -1316.43212 Eh
HOMO level (spin up / spin down) ... -7.389 / -11.046 eV

Each line ends with the natural charge from an NBO analysis.
Element x y z (Å)
O (-0.86277, -1.43238, 3.25708)  -0.7668
H (-0.79318, -2.11427, 3.95259)  0.5046
Au (-0.19472, -0.44526, 0.37957)  1.2213
N (-0.40560, -1.21459, -1.57199)  -0.1607
N (-1.91796, -1.62912, 0.47002)  -0.1853
O (0.32077, -1.02222, -2.73740)  -0.5238
O (-2.70817, -1.85449, 1.54638)  -0.5315
C (-1.37352, -2.09541, -1.74461)  0.1940
C (-2.24639, -2.29509, -0.63394)  0.2150
C (-1.42074, -2.75122, -3.06737)  -0.6715
C (-3.44672, -3.16582, -0.59201)  -0.6764
H (-0.49335, -3.30233, -3.27419)  0.2602
H (-1.57599, -2.02818, -3.87713)  0.2661
H (-2.24465, -3.46686, -3.08805)  0.2297
H (-4.33713, -2.60588, -0.27692)  0.2665
H (-3.31383, -4.00146, 0.10985)  0.2602
H (-3.63659, -3.58437, -1.58458)  0.2338
H (1.02775, -0.37443, -2.53281)  0.5129
H (-2.07342, -1.67911, 2.33840)  0.5106
O (-1.01555, 2.09221, -1.84372)  -0.9514
H (-0.93151, 2.11023, -2.81427)  0.4773
H (-1.79643, 2.65164, -1.66774)  0.4820
C (0.49533, -1.46466, 2.38463)  -0.3626
H (0.83791, -0.41936, 2.26566)  0.2512
H (0.36555, -2.17734, 1.53612)  0.2117
H (1.25897, -1.94268, 3.01241)  0.2339
O (4.26772, -2.20225, -1.07549)  -0.9420
H (3.85722, -3.08282, -1.13897)  0.4745
H (4.70158, -2.19753, -0.20495)  0.4796
C (3.38615, 1.24908, -1.64382)  -0.2968
C (3.22497, 2.61649, -1.42585)  -0.2111
C (2.21803, 3.05045, -0.57295)  -0.1772
C (1.36249, 2.11710, 0.02648)  0.0865
N (1.48406, 0.80579, -0.28794)  -0.5821
C (2.52436, 0.35752, -1.01565)  -0.0296
C (0.34384, 2.48856, 1.01033)  0.1256
C (0.29725, 3.75202, 1.62140)  -0.2127
C (-0.60494, 3.97931, 2.65460)  -0.1730
C (-1.48237, 2.96346, 3.04456)  -0.3049
C (-1.43391, 1.74269, 2.37468)  0.0634
N (-0.54474, 1.54641, 1.39026)  -0.6137
H (4.17242, 0.85415, -2.28083)  0.2369
H (3.87220, 3.34469, -1.90660)  0.2286
H (2.04635, 4.09915, -0.35884)  0.2213
H (2.68957, -0.72333, -1.08040)  0.2386
H (0.99432, 4.50948, 1.27817)  0.2216
H (-0.61278, 4.94389, 3.15829)  0.2295
H (-2.19238, 3.09128, 3.85635)  0.2308
H (-2.08944, 0.90689, 2.63120)  0.2053